[1]
Here is CH2N4O6 in the gas phase in a non-equilibrium geometry from the OMol25 dataset. Energies are from the ωB97M-V functional and the def2-TZVPD basis.

Computed properties:
Energy in eV: -19305.0924
Structure (SMILES): NC(=O)N(O[N+](=O)[O-])[N+](=O)[O-]
Molar mass in u: 166.0
E_LUMO in eV: -0.7
HOMO-LUMO gap in eV: 9.822
ΔE to the lowest compared entry with this formula, charge and spin in kcal/mol: 8.0
E_HOMO in eV: -10.57

The geometry in ORCA input format:
```
! RIJCOSX wB97M-V def2-TZVPD def2/J DEFGRID3
* xyz 0 1
N 2.10574 -0.37605 0.00740
C 0.80158 -0.74188 0.10694
O 0.37854 -1.84129 0.00745
N -0.07028 0.42842 0.26905
O -1.35265 -0.01284 0.49908
N -2.38346 -1.02729 -0.25256
O -2.94829 -1.56419 0.59974
O -2.43782 -0.84986 -1.37594
N 0.20108 1.77261 0.02726
O 1.38118 2.12804 -0.02821
O -0.73034 2.52862 -0.17443
H 2.23916 0.57358 0.26107
H 2.81555 -1.01788 0.05316
*
```

[2]
Here is C52H57GeIMoN2O2P2Si2 as an isolated structure in a non-equilibrium geometry from the OMol25 dataset. Energies are from the ωB97M-V functional and the def2-TZVPD basis.

Computed properties:
Energy in eV: -162719.8818
Molar mass in u: 1155.6
E_LUMO in eV: -7.9
HOMO-LUMO gap in eV: 4.085
ΔE to the lowest compared entry with this formula, charge and spin in kcal/mol: 18.9
E_HOMO in eV: -12.01

The geometry in ORCA input format:
```
! RIJCOSX wB97M-V def2-TZVPD def2/J DEFGRID3
* xyz 2 1
Mo -1.34022 -0.90924 0.18123
C 1.84498 1.75456 -0.08127
Si 0.39448 1.80876 -1.31807
C 0.65898 0.84196 -2.94557
C 0.03458 3.65016 -1.63567
N -1.00462 0.96596 -0.58037
P -2.14012 1.74796 0.31943
C -2.85112 0.31466 1.06933
P -3.92712 -0.69314 0.12203
N -2.85422 -1.90114 -0.35007
Si -3.20982 -3.58014 -0.92787
C -4.45932 -3.44434 -2.36137
C -1.46212 -4.07134 -1.51987
C -3.74402 -4.62994 0.57243
C -5.20812 -1.33774 1.21163
C -5.27322 -0.82844 2.50513
C -6.29022 -1.23244 3.35153
C -7.23752 -2.14304 2.91023
C -7.17512 -2.64544 1.61793
C -6.16692 -2.24214 0.76033
C -4.63912 -0.09794 -1.43287
C -3.80052 -0.03504 -2.54447
C -4.30152 0.38156 -3.76207
C -5.63842 0.73506 -3.87517
C -6.47192 0.67206 -2.77007
C -5.97972 0.26006 -1.54257
C -3.19862 2.85586 -0.62077
C -4.09422 3.65296 0.08903
C -4.88002 4.56126 -0.59627
C -4.78052 4.66316 -1.97597
C -3.90692 3.84896 -2.67947
C -3.11382 2.93916 -2.00527
C -1.31752 2.63236 1.65583
C -1.31982 4.01706 1.77593
C -0.64672 4.61056 2.83103
C 0.01638 3.82896 3.76443
C 0.01688 2.44556 3.64563
C -0.63892 1.85056 2.58543
H 2.74058 1.37396 -0.56347
H 1.65458 1.13876 0.79383
H 2.07538 2.75506 0.27363
H 1.69358 0.92806 -3.25687
H 0.05788 1.23766 -3.75917
H 0.42198 -0.21684 -2.84327
H 0.97638 4.13336 -1.87517
H -0.36892 4.14526 -0.75677
H -0.63872 3.84856 -2.46217
H -3.95882 -3.47974 -3.32517
H -5.05192 -2.53264 -2.34397
H -5.14622 -4.28364 -2.33447
H -1.09432 -3.44234 -2.33117
H -1.47412 -5.09294 -1.88577
H -0.74192 -4.04354 -0.69917
H -4.77492 -4.96004 0.49103
H -3.64092 -4.10224 1.51853
H -3.12662 -5.52324 0.63523
H -4.52752 -0.11574 2.83303
H -6.34802 -0.83034 4.35043
H -8.02642 -2.46204 3.57383
H -7.92072 -3.34604 1.27653
H -6.12252 -2.62304 -0.24927
H -2.75752 -0.33634 -2.44487
H -3.65842 0.42276 -4.62657
H -6.03002 1.05086 -4.82897
H -7.51362 0.93326 -2.87037
H -6.63252 0.19556 -0.68317
H -4.14902 3.56666 1.16543
H -5.55912 5.20056 -0.05547
H -5.37972 5.38786 -2.50407
H -3.83272 3.93546 -3.75237
H -2.41472 2.30826 -2.53557
H -1.85452 4.62256 1.05753
H -0.64622 5.68536 2.92313
H 0.53088 4.29616 4.58983
H 0.51968 1.83066 4.37573
H -0.63492 0.76526 2.48023
O 1.96648 -1.13714 1.04303
C 1.60838 -1.40634 -0.08117
O 0.35398 -1.17204 -0.42517
C 2.48938 -1.99694 -1.14377
C 3.80898 -2.48084 -0.57487
Ge 5.00278 -1.12594 0.32043
C 6.71138 -2.17164 0.43483
C 7.89358 -1.64094 -0.05157
C 9.05948 -2.39004 0.00073
C 9.04598 -3.65354 0.56263
C 7.86408 -4.18784 1.04653
C 6.69838 -3.44244 0.98353
C 4.56048 -0.63684 2.19973
C 4.61698 -1.59074 3.20333
C 4.29788 -1.25314 4.50593
C 3.90558 0.03916 4.80643
C 3.84268 0.99436 3.80693
C 4.18438 0.66136 2.50823
C 5.30478 0.49866 -0.78247
C 5.99388 1.56346 -0.20787
C 6.23438 2.72496 -0.91907
C 5.78138 2.84416 -2.22347
C 5.11878 1.78306 -2.81907
C 4.89158 0.61766 -2.10557
H 2.64118 -1.21224 -1.89367
H 1.95258 -2.81874 -1.63087
H 4.40068 -2.92514 -1.37527
H 3.61578 -3.26094 0.16173
H 7.90678 -0.65334 -0.48967
H 9.97358 -1.97444 -0.39707
H 9.95978 -4.22544 0.62673
H 7.84148 -5.17904 1.47513
H 5.77688 -3.87504 1.35103
H 4.91198 -2.60474 2.97893
H 4.36178 -1.99524 5.28913
H 3.67348 0.30986 5.82413
H 3.54838 2.00826 4.03833
H 4.15948 1.41806 1.73623
H 6.35598 1.46896 0.80763
H 6.78328 3.53336 -0.46137
H 5.96398 3.74966 -2.78047
H 4.79408 1.86086 -3.84587
H 4.41118 -0.21824 -2.59767
I -0.80722 -2.46554 2.30043
*
```

[3]
Here is C8H16S4Se4Ti as an isolated structure from the OMol25 dataset. Energies are from the ωB97M-V functional and the def2-TZVPD basis.

Computed properties:
Energy in eV: -336394.6678
Molar mass in u: 604.2
E_LUMO (alpha / beta) in eV: -3.5 / -3.3
HOMO-LUMO gap (alpha / beta) in eV: 7.052 / 7.229
ΔE to the lowest compared entry with this formula, charge and spin in kcal/mol: 8.2
<S²>: 0.76
E_HOMO (alpha / beta) in eV: -10.53 / -10.58

The geometry in ORCA input format:
```
! RIJCOSX wB97M-V def2-TZVPD def2/J DEFGRID3
* xyz 1 2
Ti -1.69491 0.59051 0.38045
C -0.06236 -0.33383 -2.80274
C 0.76504 0.75402 -2.14899
S -0.39446 1.94990 -1.41515
C 0.73356 3.00302 -0.46634
C 1.56816 2.26064 0.56578
S 0.57711 1.16930 1.64410
C 1.58199 -0.34615 1.61795
C 0.76954 -1.43186 2.30589
S -0.94559 -1.59335 1.70973
C -0.79875 -2.86054 0.42121
C -0.12006 -2.40332 -0.85903
S -1.18776 -1.14830 -1.63402
H 0.56567 -1.08837 -3.27527
H -0.70585 0.08389 -3.57808
H 1.38528 1.25802 -2.89165
H 1.41125 0.33751 -1.37704
H 0.09537 3.74606 0.00681
H 1.38262 3.53666 -1.16189
H 2.09080 2.98713 1.18664
H 2.32463 1.64122 0.08622
H 2.50941 -0.18117 2.16728
H 1.83011 -0.61071 0.59109
H 0.67415 -1.20484 3.36794
H 1.25737 -2.40327 2.22797
H -1.82818 -3.16865 0.22479
H -0.28335 -3.72071 0.84856
H -0.01961 -3.24837 -1.54088
H 0.87244 -1.99668 -0.66824
Se -2.14340 2.94021 1.08268
Se -3.29342 1.41867 2.37454
Se -5.12456 0.80874 1.06135
Se -3.79223 -0.74537 -0.05165
*
```

[4]
Here is C3H4N2 as an isolated structure in a non-equilibrium geometry from the OMol25 dataset. Energies are from the ωB97M-V functional and the def2-TZVPD basis.

Computed properties:
Energy in eV: -6153.4201
Molar mass in u: 68.1
E_LUMO in eV: 0.9
HOMO-LUMO gap in eV: 9.533
ΔE to the lowest compared entry with this formula, charge and spin in kcal/mol: 57.2
E_HOMO in eV: -8.64

The geometry in ORCA input format:
```
! RIJCOSX wB97M-V def2-TZVPD def2/J DEFGRID3
* xyz 0 1
N -1.16586 -0.63596 0.06972
C -0.73679 0.61101 -0.02596
C 0.63602 0.73905 -0.05071
C 1.16484 -0.57111 0.02753
N 0.36442 -1.58575 0.12935
H -2.20557 -0.71826 0.08953
H -1.41620 1.46445 -0.08651
H 1.17448 1.66981 -0.11490
H 2.18465 -0.97323 -0.03805
*
```

[5]
Here is C7H18ClNSi in the gas phase in a non-equilibrium geometry from the OMol25 dataset. Energies are from the ωB97M-V functional and the def2-TZVPD basis.

Computed properties:
Energy in eV: -29442.1804
Structure (SMILES): CCN(CC)[Si@@](C)(Cl)CC
Molar mass in u: 179.8
E_LUMO in eV: 0.9
HOMO-LUMO gap in eV: 9.471
ΔE to the lowest compared entry with this formula, charge and spin in kcal/mol: 0.0
E_HOMO in eV: -8.59

The geometry in ORCA input format:
```
! RIJCOSX wB97M-V def2-TZVPD def2/J DEFGRID3
* xyz 0 1
C 2.28834 2.04143 -0.51648
C 1.11627 1.30950 -1.28215
N 0.11043 0.84711 -0.38948
C -0.71185 1.94780 0.18051
C -2.08013 1.75998 -0.41400
Si 0.33642 -0.78927 0.18154
C -0.13068 -2.03133 -1.17031
Cl 2.39877 -1.10615 0.61026
C -0.69260 -1.36330 1.69861
C -0.59911 -2.89419 1.71741
H 2.06966 3.07775 -0.16547
H 2.52387 1.49065 0.36864
H 3.12420 1.97888 -1.13500
H 0.69713 2.08409 -2.04388
H 1.71100 0.51743 -1.68010
H -0.15021 2.93091 0.05385
H -0.84970 1.92992 1.24143
H -2.15033 0.70634 -0.37902
H -2.95451 2.33452 0.04522
H -2.00776 2.05633 -1.52127
H 0.23297 -3.02084 -0.83670
H -1.18947 -2.23594 -1.42834
H 0.29190 -1.86730 -2.18124
H -0.30574 -0.96082 2.69602
H -1.66451 -0.94941 1.63664
H -1.12886 -3.33472 0.84284
H 0.51007 -2.98392 1.29568
H -0.79556 -3.47546 2.57481
*
```

[6]
Here is an isolated ion of composition CH5IN3S and charge +1 in a non-equilibrium geometry from the OMol25 dataset. Energies are from the ωB97M-V functional and the def2-TZVPD basis.

Computed properties:
Energy in eV: -24516.2960
Molar mass in u: 218.0
E_LUMO in eV: -5.2
HOMO-LUMO gap in eV: 8.167
ΔE to the lowest compared entry with this formula, charge and spin in kcal/mol: 9.0
E_HOMO in eV: -13.39

The geometry in ORCA input format:
```
! RIJCOSX wB97M-V def2-TZVPD def2/J DEFGRID3
* xyz 1 1
C -1.38297 -0.40220 -0.28548
N -0.96711 0.08970 -1.44422
N -0.53586 -0.32796 0.78128
N 0.85023 0.07444 0.50640
S -2.92847 -1.23002 0.02128
I -4.21783 -0.28514 -1.75064
H 0.01370 0.25929 -1.50140
H -1.35681 -0.01748 -2.29979
H -0.59221 -1.12959 1.50623
H 1.36158 0.17629 1.40078
H 0.96491 1.09300 -0.02039
*
```